#P
{"formula": "C5H14O2", "method": "wB97M-V/def2-TZVPD", "symbols": ["C", "C", "C", "C", "C", "H", "H", "H", "H", "H", "H", "H", "H", "H", "H", "O", "H", "H", "O", "H", "H"], "coordinates": [[-1.12570, -1.48004, -1.27059], [-1.08542, -0.50319, -0.32407], [-0.51775, -0.82240, 1.13555], [-1.11064, 0.92880, -0.78390], [-1.97759, 1.80478, 0.12131], [-0.61816, -2.50372, -1.02524], [-1.83300, -1.39982, -2.05118], [-0.91636, -0.12548, 1.92873], [-0.71576, -1.75214, 1.51771], [0.59127, -0.77079, 1.00753], [-1.36201, 1.11085, -1.80043], [-0.09251, 1.22608, -0.62227], [-2.81200, 2.21347, -0.43741], [-2.22161, 1.30926, 1.06223], [-1.60484, 2.82429, 0.22889], [3.28344, -0.66718, 2.51742], [3.84716, -1.37748, 2.89945], [3.68054, 0.23317, 2.79180], [2.10303, 0.04771, -2.62698], [1.94331, -0.85629, -2.34787], [2.54460, 0.56013, -1.92066]], "nbo_charge": [-0.44, 0.06, -0.66, -0.45, -0.63, 0.18, 0.20, 0.21, 0.21, 0.23, 0.22, 0.21, 0.21, 0.21, 0.21, -0.95, 0.48, 0.48, -0.95, 0.48, 0.47], "lumo_energy_ev": 0.53, "homo_energy_ev": -8.62, "spin_multiplicity": 1, "smiles": "C=C(C)CC.O.O", "orbital_gap_ha": 0.33614}

#Q
{"formula": "C5H14O2", "method": "wB97M-V/def2-TZVPD", "symbols": ["C", "C", "C", "C", "C", "H", "H", "H", "H", "H", "H", "H", "H", "H", "H", "O", "H", "H", "O", "H", "H"], "coordinates": [[-0.75013, -0.14664, 2.20310], [0.21601, -0.28438, 1.25012], [0.24353, 0.58647, 0.01280], [0.01126, 2.10340, 0.41529], [0.75051, 2.87544, -0.67649], [-1.76224, 0.34674, 2.33682], [-0.82545, -0.69337, 3.17053], [0.94155, -1.00339, 1.35046], [1.26633, 0.41243, -0.50643], [-0.31151, 0.29762, -0.91675], [0.26713, 2.19221, 1.47459], [-1.13023, 2.18656, 0.56520], [1.78753, 2.64338, -0.80340], [0.36036, 2.68686, -1.67149], [0.67222, 3.80465, -0.42472], [-1.78968, -1.94420, -1.25142], [-1.16540, -1.28834, -1.06354], [-1.70007, -2.59100, -0.55588], [1.25857, -2.34328, -1.15508], [2.12842, -2.70347, -0.91453], [0.89315, -2.79685, -2.01777]], "nbo_charge": [-0.44, -0.17, -0.45, -0.40, -0.60, 0.21, 0.19, 0.20, 0.21, 0.20, 0.22, 0.21, 0.21, 0.20, 0.20, -0.94, 0.47, 0.47, -0.97, 0.48, 0.50], "lumo_energy_ev": 0.58, "homo_energy_ev": -9.32, "spin_multiplicity": 1, "smiles": "C=CCCC.O.O", "orbital_gap_ha": 0.36406}

Stability order, top to bottom: #P, #Q

#P
{"formula": "C5H12O3", "method": "wB97M-V/def2-TZVPD", "symbols": ["C", "C", "C", "O", "H", "H", "H", "H", "H", "H", "C", "C", "O", "O", "H", "H", "H", "H", "H", "H"], "coordinates": [[-0.15101, 1.15559, 1.96044], [-1.29671, 0.90795, 1.02322], [-1.39148, 1.80298, -0.17906], [-2.24095, 0.13470, 1.33839], [0.79840, 0.98236, 1.45670], [-0.20997, 0.49275, 2.81937], [-0.17652, 2.19361, 2.29549], [-2.08254, 1.38343, -0.90574], [-1.74875, 2.78457, 0.14149], [-0.41559, 1.93041, -0.64057], [1.64430, -0.86930, -1.70495], [1.14190, -2.07247, -0.92111], [0.55368, -1.73292, 0.32762], [-0.60974, -0.94932, 0.07461], [0.81719, -0.19849, -1.93166], [2.38340, -0.31808, -1.12421], [2.07470, -1.19003, -2.65305], [0.42044, -2.64666, -1.51443], [1.96619, -2.73063, -0.63437], [-1.47695, -1.06045, 0.77181]], "nbo_charge": [-0.72, 0.68, -0.72, -0.68, 0.24, 0.24, 0.23, 0.24, 0.24, 0.23, -0.64, -0.07, -0.28, -0.52, 0.22, 0.21, 0.21, 0.17, 0.19, 0.52], "lumo_energy_ev": 0.90, "homo_energy_ev": -9.48, "spin_multiplicity": 1, "smiles": "CC(C)=O.CCOO", "orbital_gap_ha": 0.38135}

#Q
{"formula": "C5H12O3", "method": "wB97M-V/def2-TZVPD", "symbols": ["C", "C", "C", "O", "O", "H", "H", "H", "H", "H", "H", "H", "H", "C", "C", "O", "H", "H", "H", "H"], "coordinates": [[-0.13034, 0.72840, -1.44520], [-0.57695, -1.09830, -0.08584], [-1.76086, -0.77941, 0.80108], [1.04660, 0.47581, -1.94399], [-1.08371, 0.98136, -2.32538], [-0.80421, 0.67813, -3.20515], [1.63244, 0.07699, -1.18335], [-0.24648, 1.20697, -0.45979], [-0.92961, -1.27510, -1.10636], [-0.12182, -2.06353, 0.13298], [-2.62563, -1.41302, 0.58527], [-2.07129, 0.26315, 0.67767], [-1.51884, -0.94503, 1.85441], [0.95331, -0.14121, 1.01543], [0.85270, 1.20285, 1.33329], [2.06197, -0.51877, 0.13987], [2.82820, -0.00629, 0.43525], [0.82804, -0.85878, 1.81800], [0.38729, 1.51144, 2.25639], [1.27919, 1.97436, 0.70543]], "nbo_charge": [0.61, -0.60, -0.64, -0.70, -0.65, 0.50, 0.52, 0.21, 0.19, 0.21, 0.21, 0.20, 0.20, 0.12, -0.71, -0.76, 0.49, 0.19, 0.22, 0.19], "lumo_energy_ev": 0.60, "homo_energy_ev": -6.94, "spin_multiplicity": 1, "orbital_gap_ha": 0.27706}

Stability order, top to bottom: #P, #Q

#P
{"formula": "C4H5NO2S", "method": "wB97M-V/def2-TZVPD", "symbols": ["C", "C", "O", "C", "O", "C", "N", "S", "H", "H", "H", "H", "H"], "coordinates": [[1.62417, 0.01918, -2.47790], [1.20122, 0.32699, -1.25876], [0.12164, -0.33182, -0.76577], [-0.27748, 0.01253, 0.45880], [0.26864, 0.82481, 1.21718], [-1.58366, -0.64189, 0.77598], [-2.20930, -0.63062, 1.90908], [-1.81633, 0.12301, 3.36147], [1.04595, -0.51920, -3.18529], [2.56080, 0.42515, -2.84444], [1.70266, 0.90213, -0.49043], [-2.03957, -1.18493, -0.01722], [-0.59875, 0.67467, 3.31730]], "nbo_charge": [-0.44, 0.10, -0.48, 0.72, -0.59, -0.05, -0.49, 0.26, 0.21, 0.21, 0.22, 0.20, 0.12], "lumo_energy_ev": -0.41, "homo_energy_ev": -9.36, "spin_multiplicity": 1, "smiles": "C=COC(=O)/C=N\\S", "orbital_gap_ha": 0.32858}

#Q
{"formula": "C4H5NO2S", "method": "wB97M-V/def2-TZVPD", "symbols": ["S", "C", "O", "C", "C", "C", "N", "O", "H", "H", "H", "H", "H"], "coordinates": [[-1.20869, -0.48925, 2.09391], [-0.30980, 0.01241, 0.81207], [0.96810, -0.24644, 0.68823], [1.72142, 0.42424, -0.34818], [1.43334, -0.18816, -1.70857], [-0.00533, -0.07126, -2.09545], [-1.01249, 0.27044, -1.43378], [-0.77802, 0.84867, -0.15295], [1.54455, 1.49146, -0.26409], [2.79930, 0.26156, -0.08008], [1.60464, -1.29873, -1.66257], [2.12192, 0.13644, -2.61686], [-0.20243, -0.53703, -3.08398]], "nbo_charge": [-0.06, 0.47, -0.49, -0.09, -0.51, 0.09, -0.10, -0.43, 0.21, 0.21, 0.25, 0.25, 0.21], "lumo_energy_ev": 0.38, "homo_energy_ev": -8.78, "spin_multiplicity": 1, "smiles": "S=C1OCCC=NO1", "orbital_gap_ha": 0.33659}

#R
{"formula": "C4H5NO2S", "method": "wB97M-V/def2-TZVPD", "symbols": ["C", "C", "S", "N", "C", "O", "C", "O", "H", "H", "H", "H", "H"], "coordinates": [[-0.82485, 1.42166, -0.35390], [-0.13003, 0.31656, -1.16484], [0.73472, 0.50947, -2.65567], [0.20408, -0.72946, -0.32974], [1.57051, -1.07465, 0.31772], [2.52307, -0.49118, -0.05318], [-0.72700, -0.96712, 0.91216], [-1.94213, -0.68960, 0.76083], [0.12553, 1.61206, 0.30458], [-1.70195, 1.39628, 0.25880], [-1.06103, 2.19879, -0.92461], [1.56781, -2.03700, 0.92159], [-0.33872, -1.46582, 2.00625]], "nbo_charge": [-0.67, 0.15, 0.00, -0.57, 0.54, -0.47, 0.49, -0.54, 0.23, 0.26, 0.23, 0.17, 0.19], "lumo_energy_ev": -1.05, "homo_energy_ev": -8.94, "spin_multiplicity": 1, "smiles": "CC(=S)N(C=O)C=O", "orbital_gap_ha": 0.28971}

#S
{"formula": "C4H5NO2S", "method": "wB97M-V/def2-TZVPD", "symbols": ["C", "C", "S", "N", "C", "O", "C", "O", "H", "H", "H", "H", "H"], "coordinates": [[1.22216, 1.63831, 0.47854], [0.86339, 0.24336, 0.09464], [2.00819, -0.86638, -0.26706], [-0.50922, -0.07882, 0.06067], [-1.53876, 0.87073, -0.16005], [-1.34915, 2.04271, -0.37835], [-0.93689, -1.42844, 0.23284], [-2.09128, -1.76716, 0.10832], [0.59536, 1.99045, 1.33566], [2.30081, 1.66466, 0.73826], [1.05341, 2.34220, -0.32829], [-2.53080, 0.38102, -0.10650], [-0.12118, -2.11265, 0.49356]], "nbo_charge": [-0.69, 0.12, 0.00, -0.56, 0.54, -0.53, 0.56, -0.53, 0.24, 0.24, 0.27, 0.17, 0.17], "lumo_energy_ev": -0.65, "homo_energy_ev": -9.33, "spin_multiplicity": 1, "smiles": "CC(=S)N(C=O)C=O", "orbital_gap_ha": 0.31889}

Stability order, top to bottom: #S, #P, #Q, #R

#P
{"formula": "C6H5NO2", "method": "wB97M-V/def2-TZVPD", "symbols": ["O", "N", "O", "C", "C", "C", "C", "C", "C", "H", "H", "H", "H", "H"], "coordinates": [[2.82858, -0.93349, -0.13587], [2.00607, -0.52970, -0.93616], [2.15997, -0.28273, -2.09251], [0.77843, -0.29394, -0.29207], [0.45957, -0.65318, 1.01187], [-0.93978, -0.43141, 1.42343], [-1.78432, 0.51287, 0.67622], [-1.30153, 0.72407, -0.62743], [-0.05230, 0.36927, -1.14631], [1.48974, -0.77625, 1.79786], [-1.30624, -0.81670, 2.44807], [-2.55475, 1.07505, 1.40824], [-1.95271, 1.49125, -1.28143], [0.16926, 0.54490, -2.25392]], "nbo_charge": [-0.39, 0.53, -0.36, -0.03, -0.20, -0.19, -0.21, -0.21, -0.20, 0.29, 0.23, 0.26, 0.22, 0.27], "lumo_energy_ev": -0.56, "homo_energy_ev": -9.79, "spin_multiplicity": 1, "smiles": "O=[N+]([O-])c1ccccc1", "orbital_gap_ha": 0.33893}

#Q
{"formula": "C6H5NO2", "method": "wB97M-V/def2-TZVPD", "symbols": ["C", "C", "C", "C", "C", "C", "H", "H", "H", "H", "H", "N", "O", "O"], "coordinates": [[-1.21162, 0.99617, -1.28026], [-0.30047, 0.31858, -0.37805], [0.75090, -0.46986, -0.85840], [1.62692, -1.14321, -0.18106], [0.69152, -0.10283, 1.73328], [-0.25514, 0.43375, 0.97845], [-2.49191, 0.28228, 0.26129], [0.76964, -0.85294, -2.20956], [2.63197, -1.77432, -0.42625], [0.77518, -0.21678, 2.93643], [-1.01765, 0.95656, 1.18562], [1.63793, -0.97645, 1.15272], [-2.54846, 0.85166, -0.82306], [-1.05882, 1.69739, -2.09114]], "nbo_charge": [0.79, -0.15, -0.14, -0.04, 0.02, -0.26, 0.46, 0.20, 0.24, 0.23, 0.20, -0.38, -0.70, -0.46], "lumo_energy_ev": -0.12, "homo_energy_ev": -10.36, "spin_multiplicity": 1, "orbital_gap_ha": 0.37643}

Stability order, top to bottom: #Q, #P

#P
{"formula": "C2H3IO2", "method": "wB97M-V/def2-TZVPD", "symbols": ["C", "C", "O", "O", "I", "H", "H", "H"], "coordinates": [[-0.23630, -0.72580, -0.66542], [-2.28186, 0.72928, -0.44326], [0.40464, 0.09289, -0.10118], [-1.54754, -0.61094, -0.78288], [-1.85684, 1.14001, 1.61897], [0.06300, -1.72701, -1.01777], [-1.67820, 1.47965, -0.99357], [-3.35595, 0.59567, -0.84252]], "nbo_charge": [0.65, -0.47, -0.60, -0.54, 0.41, 0.14, 0.20, 0.22], "lumo_energy_ev": [0.68, -3.34], "homo_energy_ev": [-5.56, -10.17], "spin_multiplicity": 3, "s2": 2.01, "orbital_gap_ha": [0.22931, 0.25108]}

#Q
{"formula": "C2H3IO2", "method": "wB97M-V/def2-TZVPD", "symbols": ["C", "C", "O", "O", "I", "H", "H", "H"], "coordinates": [[0.35374, -0.67901, -1.53571], [-0.15669, 0.60661, 1.36994], [0.62127, -0.98645, -0.38697], [-0.14415, 1.40599, 0.50596], [-2.00106, 0.38658, 2.41225], [-0.66202, -0.20075, -1.72070], [1.14502, -0.56183, -2.32374], [0.84388, 0.02886, 1.67898]], "nbo_charge": [-0.25, 0.26, -0.23, -0.51, 0.04, 0.25, 0.24, 0.19], "lumo_energy_ev": [0.27, -2.74], "homo_energy_ev": [-7.10, -9.85], "spin_multiplicity": 3, "s2": 2.01, "orbital_gap_ha": [0.27081, 0.26116]}

Stability order, top to bottom: #P, #Q

#P
{"formula": "C7H18N5", "method": "wB97M-V/def2-TZVPD", "symbols": ["C", "C", "C", "C", "C", "C", "C", "N", "N", "N", "N", "N", "H", "H", "H", "H", "H", "H", "H", "H", "H", "H", "H", "H", "H", "H", "H", "H", "H", "H"], "coordinates": [[1.74221, -0.42357, 1.94583], [-0.13191, 0.40276, -1.54334], [-0.92082, -1.35851, -0.05321], [0.57818, -0.61824, -2.45245], [-0.34538, -2.41254, -1.03475], [-0.81150, 2.70631, 2.22527], [-0.33200, 2.06366, 0.87287], [1.94530, -1.03232, 0.90556], [-0.20125, -0.09157, -0.14378], [2.25143, -0.07189, 3.07065], [-0.55454, 0.63569, 0.95898], [-0.12803, -1.89191, -2.36288], [0.35664, 1.41708, -1.47522], [-1.02926, 0.76887, -2.09515], [-2.00449, -1.07772, -0.03823], [-0.70526, -1.86685, 1.03081], [0.65734, -0.15296, -3.48362], [1.52113, -0.85009, -2.08677], [0.65046, -2.76718, -0.75381], [-0.89876, -3.42573, -1.08299], [0.04510, 3.32248, 2.70934], [-1.66613, 3.35294, 1.98538], [-1.09961, 1.91609, 2.94759], [-0.99756, 2.40210, 0.08157], [0.75331, 2.17443, 0.62569], [1.22905, -0.84858, 0.24208], [3.16739, -0.26111, 3.38802], [1.68958, 0.70181, 3.60105], [-1.04702, -1.93786, -2.81956], [0.39258, -2.66315, -2.87371]], "nbo_charge": [0.52, -0.29, -0.27, -0.24, -0.27, -0.62, -0.28, -0.75, -0.30, -0.83, -0.28, -0.50, 0.27, 0.21, 0.24, 0.28, 0.26, 0.23, 0.24, 0.26, 0.22, 0.23, 0.23, 0.18, 0.19, 0.36, 0.41, 0.43, 0.44, 0.45], "lumo_energy_ev": [-3.39, -3.39], "homo_energy_ev": [-10.79, -9.81], "spin_multiplicity": 1, "charge": 1, "orbital_gap_ha": [0.27196, 0.23607]}

#Q
{"formula": "C7H18N5", "method": "wB97M-V/def2-TZVPD", "symbols": ["H", "N", "C", "C", "C", "C", "N", "N", "C", "N", "N", "C", "C", "H", "H", "H", "H", "H", "H", "H", "H", "H", "H", "H", "H", "H", "H", "H", "H", "H"], "coordinates": [[2.49396, -0.41987, -1.87798], [2.27107, -0.79888, -0.95583], [1.14590, -0.67319, -0.44059], [-0.09432, 0.23082, -0.76976], [0.20556, 1.73477, -0.10678], [-0.70364, 2.87796, -0.59759], [1.61963, 2.14533, -0.35686], [-1.25267, -0.39654, -0.16693], [-2.14771, -1.23573, -0.93295], [-0.74584, -1.13498, 0.99284], [-0.91590, -0.17595, 2.09258], [0.80396, -1.43942, 0.82746], [0.98019, -2.92515, 0.91313], [-0.46388, 0.22487, -1.82162], [0.02197, 1.50643, 0.92845], [-0.94173, 2.98265, -1.60721], [-0.28516, 3.83001, -0.39359], [-1.66146, 2.86282, -0.20193], [1.63869, 2.32683, -1.29603], [2.26395, 1.52188, 0.05339], [1.67162, 3.10273, 0.06338], [-2.97159, -1.59226, -0.26241], [-2.56116, -0.90138, -1.87736], [-1.66044, -2.10618, -1.31850], [-0.97566, -0.90703, 2.83854], [-1.84331, 0.14002, 1.95568], [1.23384, -0.91314, 1.66435], [0.17799, -3.42143, 0.29960], [0.80498, -3.22586, 1.91984], [1.89115, -3.22013, 0.43467]], "nbo_charge": [0.36, -0.63, 0.29, -0.13, -0.08, -0.65, -0.66, -0.32, -0.43, -0.14, -0.71, -0.15, -0.61, 0.24, 0.27, 0.24, 0.21, 0.26, 0.43, 0.46, 0.45, 0.24, 0.22, 0.18, 0.37, 0.37, 0.23, 0.23, 0.23, 0.24], "lumo_energy_ev": -3.31, "homo_energy_ev": -11.84, "spin_multiplicity": 1, "charge": 1, "smiles": "[H]/N=C1\\[C@H]([C@H](C)[NH3+])N(C)N(N)[C@H]1C", "orbital_gap_ha": 0.31360}

Stability order, top to bottom: #Q, #P